No. 1
A structure of composition C30H28N2O5PTi in a non-equilibrium geometry. Source: OMol25; level of theory: ωB97M-V/def2-TZVPD.

Results
Spin multiplicity   3
Total charge   -1
HOMO (spin up / spin down)   -2.45 / -3.36 eV
DFT total energy   -2836.6023 Eh

Element x y z (Å)
Ti: 1.1268 0.2283 1.0888
P: -1.2129 -0.6762 0.0711
O: 1.6941 -1.4240 0.0833
O: 3.4119 -2.4119 -1.0341
O: 1.3794 1.7114 2.5119
O: 2.9360 3.0685 3.4838
O: 1.1595 -1.1551 2.8164
N: 3.0359 0.4098 1.1245
N: 0.7553 1.3361 -0.1754
C: -2.7809 0.1153 -2.1687
C: -1.7571 -2.1517 3.7651
C: -3.2609 -2.1999 1.4142
C: -1.2008 -1.6153 2.5849
C: 1.7583 3.5307 -0.4243
C: -3.0105 -2.7230 3.7458
C: 0.5682 2.5951 -0.7697
C: -4.6369 1.3994 -0.5645
C: 0.0015 -0.8195 2.5116
C: 3.7715 -0.4155 0.3345
C: -3.7586 -2.7837 2.5688
C: -0.7591 -1.9759 -1.1322
C: 0.4805 -2.5933 -3.1023
C: -0.7376 3.2403 -0.2362
C: -0.8574 -4.2284 -1.9716
C: -3.5947 0.7036 0.0108
C: -2.6585 0.0335 -0.7817
C: -2.0127 -1.5990 1.4183
C: -4.7499 1.4795 -1.9469
C: 5.7540 0.8157 0.9387
C: -3.8164 0.8314 -2.7428
C: 2.9354 -1.4112 -0.2029
C: 2.6114 2.0426 2.6162
C: 0.0007 -3.8907 -3.0026
C: 0.1061 -1.6400 -2.1738
C: -1.2307 -3.2784 -1.0357
C: 0.4867 2.4566 -2.3104
C: 3.6071 1.3943 1.8673
C: 5.0076 1.6187 1.7851
C: 5.1709 -0.2097 0.2015
H: 1.3758 1.9342 -2.6600
H: 4.3670 -2.2984 -1.1207
H: 5.7710 -0.8340 -0.4480
H: -3.4811 0.6743 1.0874
H: -4.7235 -3.2758 2.5617
H: -1.8779 -3.5573 -0.2169
H: 1.1631 -2.3361 -3.9020
H: -1.2398 -5.2373 -1.8896
H: 6.8196 0.9825 0.8525
H: 1.7673 3.7138 0.6482
H: 2.1107 3.3553 3.8985
H: -1.6098 2.7607 -0.6766
H: 0.5092 -0.6345 -2.2028
H: -0.7763 3.0810 0.8425
H: -0.3898 1.8683 -2.5835
H: 1.6761 4.4843 -0.9477
H: -1.1841 -2.1206 4.6840
H: 0.4364 3.4312 -2.7957
H: -2.0641 -0.3979 -2.7958
H: -3.8905 0.8906 -3.8234
H: -5.5524 2.0464 -2.3987
H: -3.4234 -3.1507 4.6525
H: 0.3085 -4.6407 -3.7190
H: -5.3528 1.9063 0.0681
H: 5.4643 2.4005 2.3721
H: -0.7696 4.3064 -0.4567
H: -3.8495 -2.2024 0.5057
H: 2.6922 3.0419 -0.7029

List of Mulliken charges in e, atom by atom: number 1, Ti, carries -1.067; number 2, P, carries 1.984; number 3, O, carries -0.309; number 4, O, carries -0.557; number 5, O, carries -0.530; number 6, O, carries -0.588; number 7, O, carries -0.529; number 8, N, carries 0.665; number 9, N, carries 0.634; number 10, C, carries -0.357; number 11, C, carries -0.764; number 12, C, carries 0.138; number 13, C, carries -0.571; number 14, C, carries -1.710; number 15, C, carries -0.534; number 16, C, carries 1.422; number 17, C, carries -0.709; number 18, C, carries 0.623; number 19, C, carries 0.817; number 20, C, carries -0.774; number 21, C, carries 0.721; number 22, C, carries -0.461; number 23, C, carries -1.421; number 24, C, carries -0.625; number 25, C, carries -0.472; number 26, C, carries 0.426; number 27, C, carries -0.601; number 28, C, carries -0.500; number 29, C, carries -0.392; number 30, C, carries -0.631; number 31, C, carries 0.804; number 32, C, carries 0.399; number 33, C, carries -0.818; number 34, C, carries -0.255; number 35, C, carries -0.785; number 36, C, carries -1.517; number 37, C, carries 0.520; number 38, C, carries -1.318; number 39, C, carries -1.430; number 40, H, carries 0.312; number 41, H, carries 0.247; number 42, H, carries 0.211; number 43, H, carries 0.442; number 44, H, carries 0.421; number 45, H, carries 0.313; number 46, H, carries 0.426; number 47, H, carries 0.395; number 48, H, carries 0.403; number 49, H, carries 0.236; number 50, H, carries 0.345; number 51, H, carries 0.163; number 52, H, carries 0.228; number 53, H, carries 0.262; number 54, H, carries 0.149; number 55, H, carries 0.511; number 56, H, carries 0.472; number 57, H, carries 0.477; number 58, H, carries 0.368; number 59, H, carries 0.403; number 60, H, carries 0.363; number 61, H, carries 0.373; number 62, H, carries 0.340; number 63, H, carries 0.384; number 64, H, carries 0.510; number 65, H, carries 0.473; number 66, H, carries 0.525; number 67, H, carries 0.317

No. 2
A cluster of 7 separate species, C15H44O10 in total in a non-equilibrium geometry. Source: OMol25; level of theory: ωB97M-V/def2-TZVPD.

Results
Spin multiplicity   1
SMILES string   CC(C)O.CC(C)O.CC(C)O.OCCO.OCCO.OCCO.O
HOMO   -10.07 eV
DFT total energy   -1350.2381 Eh

Element x y z (Å)
O: -3.0754 -5.5215 -0.0489
O: -3.3611 1.4563 2.6382
O: -5.0821 -4.9901 -1.7033
O: -1.0142 0.7537 0.3614
O: -2.7992 2.8728 0.1846
O: 2.5623 3.0004 2.0896
O: 0.2467 3.1547 0.0509
O: 0.9101 3.3491 -5.1430
O: 3.2232 -4.9137 3.5575
O: 2.9793 2.9243 5.0358
C: -1.9997 3.9478 -0.2775
C: -0.3157 3.0546 -4.4219
C: 4.5242 -5.1306 1.5848
C: -0.1312 1.7943 -3.5648
C: -0.7545 -1.4432 -0.5028
C: 2.1562 3.8538 4.3449
C: -0.7199 4.1287 0.4850
C: 1.2337 -0.0912 0.1380
C: -1.3662 2.8970 -5.4876
C: -2.7604 -4.9098 -1.2712
C: -3.9500 -4.1358 -1.8264
C: 2.5346 -3.6359 1.6206
C: 3.1262 -4.9384 2.1237
C: 1.5723 3.2996 3.0845
C: -0.2071 -0.4165 0.4881
H: 0.0104 -2.1404 -0.8495
H: 3.1547 -2.8103 1.9753
H: 5.1903 -4.4219 2.0748
H: -1.1559 -0.9041 -1.3625
H: -2.2832 2.4751 -5.0765
H: 3.8391 2.9084 4.6092
H: -1.9111 -4.2345 -1.1863
H: -1.0020 2.2427 -6.2777
H: -1.5909 3.8659 -5.9374
H: 0.7136 1.1789 -3.8834
H: 2.4634 -4.4295 3.8936
H: -2.5887 4.8475 -0.0954
H: -0.2845 5.1240 0.3387
H: 1.5116 -3.4737 1.9774
H: -0.9915 1.1271 -3.6636
H: 1.6407 3.1896 -4.5399
H: 0.9993 4.0990 2.6161
H: -0.2847 -0.8118 1.5034
H: -0.8804 4.0395 1.5649
H: -3.7694 -3.8595 -2.8672
H: 2.4585 -5.7609 1.8453
H: -4.0980 -3.2283 -1.2267
H: 1.8534 -0.9743 0.3235
H: -2.4996 1.0494 2.5054
H: -3.3066 2.2709 2.1229
H: 0.9502 2.4193 3.2565
H: -1.5774 -2.0464 -0.1121
H: 3.2812 2.4575 2.4225
H: -2.3652 2.0232 0.0158
H: -4.0070 -5.7669 -0.0960
H: -1.7861 3.8389 -1.3447
H: -2.5096 -5.6735 -2.0256
H: 4.5261 -4.9554 0.5070
H: -0.4574 1.5486 0.3360
H: 1.3460 0.1784 -0.9132
H: -5.7749 -4.7080 -2.3049
H: 1.1357 3.2157 0.4227
H: 2.6756 4.7947 4.1406
H: 1.3308 4.0976 5.0186
H: -0.0139 2.0288 -2.5055
H: 4.8976 -6.1424 1.7398
H: 2.4463 -3.6540 0.5327
H: 1.6672 0.7087 0.7457
H: -0.4860 3.9064 -3.7603

List of Mulliken charges in e, atom by atom: number 1, O, carries -0.516; number 2, O, carries -0.674; number 3, O, carries -0.564; number 4, O, carries -0.413; number 5, O, carries -0.596; number 6, O, carries -0.592; number 7, O, carries -0.537; number 8, O, carries -0.585; number 9, O, carries -0.558; number 10, O, carries -0.508; number 11, C, carries -0.545; number 12, C, carries 0.861; number 13, C, carries -1.318; number 14, C, carries -1.309; number 15, C, carries -1.578; number 16, C, carries -0.758; number 17, C, carries -0.338; number 18, C, carries -0.985; number 19, C, carries -1.479; number 20, C, carries -0.228; number 21, C, carries -0.361; number 22, C, carries -1.374; number 23, C, carries 0.615; number 24, C, carries 0.270; number 25, C, carries 0.937; number 26, H, carries 0.391; number 27, H, carries 0.353; number 28, H, carries 0.338; number 29, H, carries 0.252; number 30, H, carries 0.387; number 31, H, carries 0.312; number 32, H, carries 0.135; number 33, H, carries 0.335; number 34, H, carries 0.367; number 35, H, carries 0.485; number 36, H, carries 0.305; number 37, H, carries 0.386; number 38, H, carries 0.461; number 39, H, carries 0.383; number 40, H, carries 0.330; number 41, H, carries 0.278; number 42, H, carries 0.111; number 43, H, carries 0.162; number 44, H, carries 0.266; number 45, H, carries 0.354; number 46, H, carries 0.224; number 47, H, carries 0.264; number 48, H, carries 0.187; number 49, H, carries 0.307; number 50, H, carries 0.365; number 51, H, carries 0.173; number 52, H, carries 0.392; number 53, H, carries 0.290; number 54, H, carries 0.489; number 55, H, carries 0.356; number 56, H, carries 0.158; number 57, H, carries 0.305; number 58, H, carries 0.332; number 59, H, carries 0.327; number 60, H, carries 0.215; number 61, H, carries 0.290; number 62, H, carries 0.162; number 63, H, carries 0.320; number 64, H, carries 0.347; number 65, H, carries 0.197; number 66, H, carries 0.333; number 67, H, carries 0.356; number 68, H, carries 0.215; number 69, H, carries 0.137